Entry 1:
Below is a cluster of 10 separate species, C25H62Cl10N2O7 in total, with properties calculated with wB97M-V/def2-TZVPD.

```
106
Properties=species:S:1:pos:R:3:lowdin_charge:R:1
C 0.753 0.306 -7.576 -0.126
O 0.505 -1.065 -7.405 -0.201
C -0.298 -1.372 -6.263 -0.203
C -1.776 -1.176 -6.669 -0.194
N -2.750 -1.333 -5.597 -0.057
C -2.681 -0.293 -4.597 -0.234
C -3.655 -0.496 -3.474 -0.246
O -3.473 -1.788 -2.935 -0.194
C -4.193 -2.010 -1.740 -0.100
H -0.172 0.872 -7.711 0.079
H 1.377 0.479 -8.451 0.087
H 1.308 0.732 -6.735 0.064
H 0.081 -0.733 -5.457 0.086
H -0.092 -2.399 -5.961 0.119
H -1.992 -1.966 -7.390 0.120
H -1.882 -0.221 -7.177 0.107
H -2.687 -2.255 -5.189 0.104
H -2.973 0.653 -5.070 0.128
H -1.680 -0.136 -4.171 0.084
H -4.689 -0.240 -3.737 0.128
H -3.401 0.287 -2.741 0.097
H -4.118 -1.083 -1.166 0.054
H -3.703 -2.845 -1.242 0.080
H -5.256 -2.210 -1.918 0.090
C -1.280 6.540 0.591 -0.111
O -0.698 5.490 1.337 -0.191
C -0.224 4.420 0.552 -0.220
C 0.577 3.423 1.431 -0.223
N 1.899 3.223 0.863 -0.047
C 2.734 2.248 1.631 -0.185
C 2.686 2.281 3.161 -0.250
O 3.444 3.410 3.570 -0.168
C 3.473 3.497 4.963 -0.137
H -1.930 7.035 1.317 0.088
H -1.873 6.216 -0.266 0.087
H -0.539 7.288 0.290 0.085
H 0.437 4.780 -0.246 0.110
H -1.064 3.870 0.111 0.109
H -0.048 2.541 1.565 0.048
H 0.525 3.933 2.406 0.121
H 2.367 4.124 0.955 0.114
H 3.770 2.408 1.339 0.120
H 2.337 1.291 1.287 0.073
H 3.152 1.375 3.550 0.057
H 1.639 2.319 3.478 0.095
H 2.522 3.783 5.428 0.089
H 4.234 4.208 5.285 0.087
H 3.731 2.575 5.505 0.083
Cl -4.960 -0.057 2.510 0.537
C -3.663 0.030 3.737 -0.667
C -3.182 1.436 3.965 -0.661
Cl -4.406 2.534 4.676 0.539
H -2.847 -0.652 3.511 0.025
H -4.137 -0.340 4.647 0.072
H -2.923 1.948 3.041 0.051
H -2.367 1.452 4.686 0.057
Cl -2.011 0.639 -0.037 0.618
C -0.733 -0.570 -0.024 -0.656
C -0.571 -1.182 1.364 -0.606
Cl -0.009 0.095 2.481 0.672
H 0.172 -0.033 -0.302 0.024
H -0.872 -1.376 -0.745 0.071
H 0.122 -2.019 1.383 0.041
H -1.519 -1.603 1.695 0.053
Cl 0.417 2.058 -4.092 0.556
C 1.625 1.963 -2.743 -0.641
C 2.249 3.343 -2.572 -0.660
Cl 3.215 3.801 -4.017 0.528
H 2.393 1.238 -2.987 0.016
H 1.097 1.621 -1.858 0.043
H 2.842 3.428 -1.670 0.055
H 1.427 4.054 -2.543 0.046
Cl 3.183 -1.974 0.985 0.591
C 3.519 -2.980 2.438 -0.618
C 2.836 -2.442 3.678 -0.659
Cl 3.728 -1.082 4.392 0.592
H 4.591 -3.086 2.586 0.070
H 3.138 -3.989 2.278 0.074
H 2.736 -3.223 4.429 0.075
H 1.833 -2.100 3.421 0.032
Cl 5.087 -3.917 -3.925 0.593
C 3.807 -2.753 -3.727 -0.708
C 3.697 -2.207 -2.302 -0.681
Cl 2.196 -1.299 -2.090 0.608
H 2.874 -3.209 -4.051 0.062
H 3.967 -1.909 -4.400 0.073
H 4.539 -1.619 -1.948 0.074
H 3.677 -3.074 -1.640 0.035
C -0.611 -0.784 5.776 -0.178
O -0.829 0.195 6.787 -0.114
H 0.406 -0.650 5.386 0.056
H -0.563 -1.781 6.227 0.078
H -1.314 -0.737 4.962 0.018
H -0.132 0.117 7.441 0.074
C -0.099 -4.388 -0.543 -0.126
O -1.334 -4.131 0.167 -0.140
H 0.073 -5.465 -0.579 0.082
H -0.171 -3.969 -1.550 0.077
H 0.719 -3.912 0.008 0.053
H -1.694 -5.014 0.271 0.065
C -2.929 -3.762 3.458 -0.143
O -1.741 -3.106 3.872 -0.137
H -3.539 -3.117 2.824 0.072
H -2.639 -4.623 2.842 0.072
H -3.569 -4.091 4.281 0.084
H -1.225 -3.711 4.409 0.079
```

Output
Spin multiplicity   1
SMILES   COCCNCCOC.COCCNCCOC.ClCCCl.ClCCCl.ClCCCl.ClCCCl.ClCCCl.CO.CO.CO

Entry 2:
Below is a cluster of 5 separate species, C25H64N4O9 in total, with properties calculated with wB97M-V/def2-TZVPD.

```
102
Properties=species:S:1:pos:R:3:lowdin_charge:R:1
C -0.816 1.541 -4.068 -0.059
O -0.114 0.431 -4.748 -0.209
C 1.059 0.951 -5.439 -0.224
C 1.806 -0.236 -5.970 -0.215
N 2.287 -1.246 -5.028 -0.045
C 2.854 -0.767 -3.767 -0.224
C 4.281 -0.406 -3.834 -0.259
O 4.695 0.006 -2.542 -0.211
C 6.111 -0.031 -2.397 -0.110
H -0.185 1.889 -3.272 0.067
H -1.686 1.093 -3.650 0.061
H -1.097 2.361 -4.684 0.074
H 1.569 1.643 -4.763 0.093
H 0.689 1.517 -6.354 0.140
H 2.650 0.149 -6.582 0.123
H 1.124 -0.719 -6.614 0.103
H 1.504 -1.865 -4.919 0.081
H 2.872 -1.652 -3.073 0.132
H 2.204 0.064 -3.311 0.138
H 4.461 0.364 -4.581 0.118
H 4.896 -1.343 -4.159 0.156
H 6.678 0.311 -3.296 0.101
H 6.470 -0.976 -2.030 0.076
H 6.326 0.677 -1.586 0.081
C 1.121 -6.128 0.052 -0.084
O 0.253 -5.169 -0.641 -0.219
C 1.032 -4.384 -1.536 -0.256
C 0.095 -3.386 -2.142 -0.216
N -0.094 -2.296 -1.187 -0.040
C -1.100 -1.327 -1.766 -0.167
C -2.615 -1.581 -1.592 -0.252
O -3.356 -0.672 -2.347 -0.196
C -4.676 -0.620 -1.885 -0.111
H 0.450 -6.766 0.626 0.080
H 1.899 -5.556 0.678 0.107
H 1.680 -6.754 -0.667 0.080
H 1.500 -5.105 -2.258 0.132
H 1.837 -3.940 -0.933 0.118
H -0.826 -3.926 -2.382 0.122
H 0.542 -2.976 -3.097 0.123
H -0.435 -2.663 -0.320 0.099
H -0.941 -1.154 -2.824 0.092
H -0.901 -0.277 -1.315 0.139
H -2.867 -1.475 -0.484 0.124
H -2.933 -2.606 -1.851 0.124
H -5.206 -1.509 -2.245 0.089
H -5.097 0.280 -2.316 0.088
H -4.656 -0.631 -0.759 0.097
C 4.075 3.835 0.712 -0.102
O 3.085 3.720 -0.311 -0.201
C 3.777 3.371 -1.533 -0.182
C 2.743 3.607 -2.633 -0.228
N 2.244 4.941 -2.645 -0.060
C 1.163 5.108 -3.537 -0.229
C 0.788 6.609 -3.493 -0.232
O 0.095 6.904 -2.281 -0.189
C -0.298 8.272 -2.289 -0.134
H 3.535 4.131 1.613 0.089
H 4.647 4.706 0.421 0.078
H 4.688 2.930 0.808 0.090
H 4.125 2.324 -1.511 0.114
H 4.578 4.087 -1.716 0.118
H 1.966 2.939 -2.471 0.075
H 3.057 3.355 -3.691 0.134
H 2.127 5.243 -1.714 0.102
H 0.195 4.586 -3.344 0.125
H 1.465 4.775 -4.509 0.109
H 0.135 6.875 -4.321 0.105
H 1.794 7.236 -3.608 0.157
H -0.994 8.516 -3.074 0.069
H 0.576 9.024 -2.328 0.108
H -0.802 8.527 -1.333 0.088
C -2.638 -1.900 3.287 -0.141
O -2.383 -2.599 4.464 -0.207
C -3.097 -1.962 5.589 -0.202
C -2.790 -2.756 6.811 -0.239
N -3.555 -2.368 7.963 -0.063
C -4.832 -3.013 7.955 -0.238
C -5.708 -2.579 9.113 -0.253
O -5.154 -2.957 10.329 -0.200
C -5.304 -1.968 11.301 -0.124
H -2.122 -2.391 2.407 0.101
H -2.286 -0.893 3.448 0.080
H -3.701 -1.955 3.129 0.074
H -4.199 -1.991 5.359 0.123
H -2.828 -0.905 5.642 0.122
H -1.690 -2.683 7.051 0.145
H -3.044 -3.799 6.524 0.124
H -3.076 -2.635 8.811 0.113
H -4.803 -4.126 7.865 0.127
H -5.339 -2.813 6.967 0.126
H -6.698 -3.057 9.099 0.125
H -5.922 -1.491 9.088 0.125
H -4.894 -2.405 12.230 0.098
H -6.371 -1.715 11.385 0.086
H -4.794 -1.035 10.968 0.097
C 2.494 -0.415 1.192 -0.168
O 1.264 -0.003 0.616 -0.147
H 2.397 -1.438 1.655 0.081
H 3.276 -0.563 0.423 0.068
H 2.741 0.359 1.945 0.083
H 0.947 -0.702 0.029 0.021
```

Output
Relative energy (zero: lowest compared OMol25 entry of this formula, charge and spin)   52.44 kcal per mole
Spin multiplicity   1
SMILES   COCCNCCOC.COCCNCCOC.COCCNCCOC.COCCNCCOC.CO

Entry 3:
Below is a cluster of 5 separate species, C25H65BN4O12S in total, with properties calculated with wB97M-V/def2-TZVPD.

```
108
Properties=species:S:1:pos:R:3:lowdin_charge:R:1
C 5.130 -3.481 3.574 0.031
B 4.268 -4.747 3.759 -0.709
O 4.444 -5.552 4.845 0.179
O 3.309 -5.187 2.793 -0.162
S 1.889 -4.445 2.703 0.907
O 1.983 -3.484 1.643 -0.386
O 2.007 -3.597 4.095 -0.239
H 6.045 -3.808 3.070 0.065
H 4.673 -2.697 2.979 0.074
H 5.450 -3.108 4.545 0.080
H 4.320 -6.473 4.598 0.112
H 1.125 -3.233 4.253 0.080
C 8.636 -0.832 -2.527 -0.116
O 9.797 -1.373 -1.929 -0.194
C 10.544 -0.454 -1.144 -0.219
C 10.470 -0.800 0.326 -0.219
N 9.135 -0.562 0.856 -0.050
C 8.912 -1.072 2.204 -0.199
C 9.012 -2.575 2.436 -0.222
O 7.989 -3.331 1.815 -0.203
C 8.214 -3.667 0.459 -0.090
H 8.253 -1.579 -3.220 0.088
H 7.856 -0.606 -1.792 0.080
H 8.866 0.080 -3.086 0.087
H 10.204 0.571 -1.317 0.122
H 11.587 -0.522 -1.466 0.121
H 11.184 -0.176 0.872 0.124
H 10.789 -1.846 0.433 0.107
H 8.457 -0.982 0.234 0.070
H 7.909 -0.761 2.506 0.120
H 9.615 -0.574 2.881 0.118
H 8.890 -2.742 3.510 0.122
H 9.996 -2.978 2.168 0.112
H 9.277 -3.808 0.248 0.089
H 7.807 -2.916 -0.223 0.075
H 7.692 -4.604 0.264 0.089
C -3.342 1.709 -1.418 -0.104
O -3.424 0.351 -1.814 -0.192
C -2.352 -0.081 -2.640 -0.219
C -1.452 -1.057 -1.915 -0.219
N -0.701 -0.398 -0.858 -0.048
C 0.017 -1.304 0.037 -0.196
C -0.797 -2.282 0.870 -0.224
O -1.600 -1.673 1.871 -0.176
C -2.862 -1.200 1.437 -0.094
H -4.287 1.968 -0.944 0.091
H -2.535 1.872 -0.693 0.080
H -3.186 2.364 -2.279 0.066
H -1.776 0.774 -3.007 0.120
H -2.791 -0.588 -3.505 0.121
H -0.747 -1.489 -2.632 0.123
H -2.088 -1.872 -1.540 0.106
H -1.339 0.162 -0.307 0.067
H 0.595 -0.687 0.729 0.122
H 0.740 -1.875 -0.552 0.118
H -0.083 -2.907 1.400 0.068
H -1.408 -2.950 0.250 0.117
H -3.269 -1.817 0.632 0.092
H -2.809 -0.158 1.106 0.077
H -3.546 -1.247 2.282 0.071
C -10.503 -1.087 2.588 -0.117
O -9.606 -0.238 3.273 -0.194
C -9.565 -0.426 4.681 -0.219
C -8.245 -1.018 5.118 -0.219
N -8.113 -2.399 4.675 -0.051
C -6.787 -2.976 4.861 -0.201
C -5.616 -2.357 4.108 -0.234
O -5.665 -2.532 2.706 -0.196
C -6.431 -1.578 1.995 -0.100
H -10.559 -0.736 1.560 0.088
H -10.166 -2.130 2.582 0.079
H -11.504 -1.045 3.029 0.087
H -10.399 -1.051 5.014 0.122
H -9.676 0.559 5.144 0.121
H -8.191 -0.992 6.211 0.124
H -7.449 -0.369 4.728 0.107
H -8.355 -2.452 3.694 0.070
H -6.846 -4.026 4.565 0.119
H -6.553 -2.962 5.931 0.118
H -4.711 -2.873 4.438 0.123
H -5.477 -1.296 4.353 0.112
H -6.407 -0.598 2.479 0.092
H -7.471 -1.893 1.875 0.074
H -5.996 -1.486 0.999 0.086
C -1.532 6.586 -7.954 -0.117
O -0.461 6.011 -7.234 -0.194
C 0.236 6.912 -6.384 -0.219
C -0.003 6.589 -4.927 -0.219
N -1.375 6.882 -4.539 -0.050
C -1.753 6.398 -3.216 -0.200
C -1.733 4.897 -2.963 -0.228
O -2.715 4.169 -3.678 -0.205
C -2.363 3.803 -4.999 -0.094
H -1.869 5.845 -8.677 0.088
H -2.375 6.850 -7.306 0.079
H -1.211 7.481 -8.495 0.087
H -0.046 7.947 -6.602 0.122
H 1.303 6.801 -6.596 0.122
H 0.674 7.194 -4.316 0.124
H 0.264 5.533 -4.777 0.107
H -2.001 6.478 -5.223 0.070
H -2.769 6.749 -3.021 0.120
H -1.105 6.879 -2.476 0.119
H -1.967 4.745 -1.905 0.120
H -0.742 4.456 -3.127 0.115
H -1.289 3.624 -5.098 0.091
H -2.671 4.556 -5.730 0.073
H -2.896 2.881 -5.234 0.088
```

Output
Spin multiplicity   1

Entry 4:
Below is a structure of composition C25H66BF5InO12S9, with properties calculated with wB97M-V/def2-TZVPD.

```
119
Properties=species:S:1:pos:R:3:lowdin_charge:R:1
C 4.800 4.192 -0.306 -0.075
C 3.758 3.406 0.511 -0.291
O 4.263 2.254 1.128 -0.153
C 3.608 1.105 0.654 -0.316
C 2.100 0.998 1.101 -0.242
In 0.859 0.537 -0.703 0.769
C 1.362 -1.591 -1.265 -0.313
C 2.335 -1.658 -2.469 -0.210
B 1.334 2.058 -2.335 -0.485
C 2.311 1.859 -3.565 -0.076
O 0.714 3.352 -2.237 -0.047
S -1.655 0.573 -0.339 0.610
O -2.030 -0.747 0.184 -0.431
O -2.327 0.731 -1.625 -0.419
C -2.309 1.801 0.928 -0.539
F -2.192 1.280 2.136 0.125
F -3.637 1.914 0.708 0.086
C -1.760 3.234 0.822 -0.681
F -0.555 3.386 1.251 0.212
F -1.891 3.734 -0.357 0.218
F -2.524 4.000 1.610 0.147
H 5.636 4.459 0.362 0.071
H 4.352 5.164 -0.616 0.015
H 5.180 3.639 -1.173 0.067
H 3.446 4.083 1.318 0.119
H 2.851 3.224 -0.082 0.096
H 3.709 0.985 -0.443 0.096
H 4.149 0.249 1.076 0.108
H 2.064 0.142 1.792 0.026
H 1.822 1.896 1.658 0.023
H 1.782 -2.085 -0.381 0.017
H 0.422 -2.114 -1.497 0.020
H 2.864 -2.625 -2.420 0.057
H 3.109 -0.885 -2.411 0.034
H 1.766 -1.632 -3.394 0.010
H 1.771 2.245 -4.457 0.062
H 3.219 2.466 -3.475 0.044
H 2.589 0.831 -3.775 0.021
H 1.320 3.847 -1.695 -0.007
C 0.770 7.468 -0.746 -0.250
S 1.927 6.438 -1.661 0.864
O 3.200 6.405 -0.888 -0.541
C 2.159 7.584 -3.029 -0.257
H 0.516 6.955 0.179 0.053
H 1.231 8.429 -0.516 0.055
H -0.133 7.614 -1.339 0.055
H 2.531 8.538 -2.654 0.055
H 1.210 7.727 -3.547 0.054
H 2.885 7.154 -3.715 0.051
C -3.464 -5.129 0.617 -0.266
S -4.122 -6.026 -0.796 0.805
O -3.138 -5.996 -1.919 -0.561
C -5.401 -4.815 -1.178 -0.277
H -2.613 -5.682 1.007 0.038
H -3.141 -4.128 0.324 0.068
H -4.235 -5.065 1.384 0.052
H -4.943 -3.848 -1.387 0.063
H -6.086 -4.734 -0.335 0.048
H -5.946 -5.158 -2.056 0.039
C -4.356 -0.899 8.337 -0.271
S -2.950 -1.569 7.432 0.792
O -1.844 -1.775 8.410 -0.555
C -2.593 -0.062 6.534 -0.252
H -4.728 -1.667 9.011 0.046
H -4.043 -0.028 8.915 0.053
H -5.141 -0.622 7.634 0.053
H -2.398 0.743 7.235 0.020
H -3.436 0.193 5.894 0.064
H -1.711 -0.227 5.917 0.067
C 1.122 3.866 8.457 -0.276
S 0.751 2.176 7.952 0.805
O 0.338 2.214 6.536 -0.535
C -0.744 2.021 8.943 -0.276
H 2.013 4.193 7.924 0.049
H 0.287 4.520 8.205 0.055
H 1.311 3.891 9.530 0.048
H -1.461 2.795 8.661 0.062
H -0.493 2.110 10.000 0.054
H -1.177 1.042 8.759 0.014
C -1.568 -0.615 -4.975 -0.247
S -0.406 -1.592 -5.948 0.821
O 0.825 -1.761 -5.132 -0.538
C -0.064 -0.304 -7.166 -0.263
H -1.889 -1.211 -4.123 0.052
H -1.083 0.294 -4.618 0.058
H -2.434 -0.365 -5.589 0.052
H 0.324 0.586 -6.668 0.048
H -0.980 -0.064 -7.707 0.046
H 0.680 -0.684 -7.864 0.042
C 6.901 -0.479 -4.682 -0.271
S 6.403 1.131 -4.045 0.813
O 5.031 0.988 -3.513 -0.537
C 6.272 1.933 -5.654 -0.273
H 7.003 -1.161 -3.841 0.050
H 6.142 -0.857 -5.367 0.059
H 7.860 -0.387 -5.193 0.046
H 5.553 1.400 -6.276 0.058
H 7.251 1.947 -6.134 0.046
H 5.930 2.954 -5.499 0.047
C -4.582 -4.188 -6.988 -0.275
S -3.182 -3.909 -5.886 0.797
O -1.964 -3.881 -6.739 -0.594
C -3.245 -5.522 -5.100 -0.268
H -4.705 -3.307 -7.616 0.044
H -4.392 -5.058 -7.616 0.053
H -5.485 -4.340 -6.397 0.048
H -3.136 -6.296 -5.862 0.058
H -4.190 -5.643 -4.572 0.043
H -2.427 -5.595 -4.388 0.046
C -1.755 -4.900 6.187 -0.281
S -1.477 -6.054 4.831 0.819
O -2.268 -5.590 3.666 -0.548
C -2.392 -7.402 5.603 -0.280
H -1.304 -3.944 5.933 0.045
H -2.824 -4.766 6.350 0.049
H -1.284 -5.292 7.088 0.056
H -3.417 -7.088 5.800 0.054
H -1.900 -7.689 6.533 0.049
H -2.395 -8.248 4.920 0.046
```

Output
Spin multiplicity   1
Total charge   -1

Q: Which F_max values were calculated for the entries above? A: 2.12 2.72 0.93 2.60, in eV/Å.
Q: Which energy values were calculated for the entries above? A: -169464.231 -51342.967 -69017.466 -168512.360, in eV.
Q: Which orbital gap values were calculated for the entries above? A: 8.175 9.150 8.783 5.788, in eV.